The following is a quantum chemistry calculation of a molecular structure, C27H38Br39F3I2N2OP2 in a non-equilibrium geometry, from OMol25.

Geometry (Å):
Br1 -3.079 4.878 -10.078
Br2 3.545 5.779 5.090
C1 -6.411 -1.402 -0.586
C2 4.222 -0.121 -1.660
Br3 0.098 5.351 -3.801
H1 -3.552 -0.551 1.827
H2 0.136 -2.850 0.982
H3 2.347 -1.763 2.119
O1 -1.798 0.430 0.492
Br4 4.026 -9.415 3.966
H4 2.718 8.096 4.841
C3 0.409 1.797 2.013
C4 -2.866 5.689 3.046
Br5 -5.209 9.093 -2.249
C5 0.004 2.096 0.777
H5 -0.379 2.315 -2.422
H6 -2.275 4.179 -7.851
H7 -2.670 -5.099 -7.002
Br6 0.821 -7.395 2.739
H8 3.530 0.041 -2.477
H9 -2.480 0.036 -1.967
C6 0.279 -7.591 11.020
Br7 -3.852 -2.946 -7.234
H10 -2.203 3.051 -1.274
H11 0.715 -3.338 2.561
I1 1.364 3.195 3.256
Br8 -1.118 -9.997 4.562
C7 -2.005 5.008 -8.491
H12 5.701 -8.211 5.328
H13 4.153 0.716 -0.974
C8 4.921 -8.909 5.591
C9 1.270 -6.451 4.352
C10 0.230 0.464 2.653
C11 -2.656 1.246 1.264
H14 -4.149 0.161 -0.550
N1 1.546 -0.052 -0.076
P1 2.247 -1.624 -0.305
Br9 1.785 1.610 -4.680
H15 1.110 -4.296 1.173
C12 -3.564 9.831 -2.914
C13 -2.557 0.861 -6.688
H16 -2.232 5.050 3.643
C14 0.241 0.030 -0.729
Br10 -3.548 7.061 4.211
Br11 2.350 7.260 2.541
C15 2.678 3.058 -5.581
C16 -5.712 -0.866 0.428
Br12 -1.770 6.424 1.649
F1 -6.827 -2.681 -0.616
Br13 0.570 6.912 5.153
C17 -0.714 1.091 -0.127
H17 -2.421 -8.735 6.239
H18 1.330 -7.180 5.147
Br14 1.456 -6.679 9.800
Br15 -2.794 8.713 -4.280
H19 -5.353 1.202 0.163
Br16 -3.784 11.641 -3.524
C18 3.963 -1.443 -0.946
H20 4.083 -2.232 -1.676
H21 2.133 0.682 -0.446
H22 -0.153 7.799 -4.027
P2 -1.481 1.907 -1.653
Br17 -1.439 1.200 -8.217
Br18 4.078 3.808 -4.494
H23 5.235 -0.129 -2.041
H24 -0.318 -8.273 10.432
C19 -3.902 0.441 1.554
Br19 -2.879 -4.999 -9.460
C20 0.449 7.195 -3.366
Br20 -2.266 -10.914 7.391
Br21 -0.163 -8.543 7.225
Br22 2.286 7.671 -3.660
Br23 -0.125 4.840 -8.881
Br24 -2.999 2.487 -5.750
F2 -6.803 -0.732 -1.682
C21 -1.612 -9.444 6.337
Br25 -0.751 -3.638 -7.528
H25 -3.482 0.444 -7.058
F3 -5.862 -1.441 1.653
H26 -2.946 2.153 0.738
Br26 -1.759 -0.435 -5.533
Br27 -2.362 6.636 -7.525
Br28 7.598 -2.584 -2.015
H27 -0.235 0.597 3.625
Br29 2.992 -5.602 4.225
H28 -2.197 1.505 2.211
H29 4.725 -1.597 -0.186
Br30 -0.099 -5.190 4.832
H30 -4.437 0.816 2.416
Br31 8.585 0.373 -1.395
C22 0.977 -3.277 1.513
Br32 1.262 -8.641 12.295
H31 3.117 -3.164 1.398
Br33 -0.117 7.603 -1.570
H32 -0.282 -0.914 -0.714
H33 -2.865 9.851 -2.091
C23 -2.553 -4.286 -7.702
I2 0.426 4.027 -0.014
Br34 3.324 2.522 -7.311
C24 2.351 7.155 4.463
H34 9.600 -1.378 -2.814
H35 1.946 3.836 -5.741
Br35 7.912 -0.488 -4.383
C25 -4.775 0.291 0.320
Br36 3.726 -8.000 6.796
N2 -2.443 0.934 -2.433
Br37 5.761 -10.415 6.440
Br38 -0.928 -6.367 11.880
Br39 -4.286 4.598 2.340
H36 1.213 0.050 2.845
C26 2.273 -2.490 1.311
C27 8.577 -1.065 -2.674
H37 0.395 0.287 -1.777
H38 -0.298 -0.235 2.029

The spin multiplicity is 1. The calculation puts the frontier orbital gap at 7.2 eV.

Results of the Löwdin charge analysis, in e, for atoms 1 through 6:
1 Br 0.581
2 Br 0.546
3 C -0.269
4 C -0.159
5 Br 0.558
6 H 0.124